Below is a cluster of 3 separate species, C10H11F2NO6 in total, with properties calculated with the ωB97M-V functional and the def2-TZVPD basis.

XYZ file:
```
30
Properties=species:S:1:pos:R:3:forces:R:3
C -0.6847 -0.9045 0.2044 -0.270 -0.375 -0.017
C 0.0998 0.2293 -0.4147 -0.012 -0.548 -0.024
O 0.1494 1.1658 0.6075 0.195 0.318 0.084
C -0.8423 0.9006 1.5307 0.201 -0.081 0.035
O -1.0678 1.5823 2.4659 -0.095 0.313 0.085
O -1.4504 -0.2458 1.2187 0.019 -0.270 -0.081
F -0.5435 0.7865 -1.4938 -0.080 -0.056 -0.038
H -0.0259 -1.6429 0.6663 0.017 0.107 0.078
H -1.3538 -1.4385 -0.4639 -0.040 0.232 -0.131
H 1.0971 -0.0711 -0.7342 0.044 0.273 0.010
C 1.3160 4.5034 -0.6842 0.132 -0.558 0.443
C 1.1600 3.5600 -1.8671 0.627 0.145 -0.385
O 2.3965 3.6657 -2.5481 -0.046 -0.396 0.022
C 3.3071 4.3050 -1.7790 -0.217 0.785 -0.046
O 4.4499 4.4449 -2.0462 0.219 -0.213 -0.049
O 2.7064 4.8353 -0.6911 -0.182 0.033 0.030
F 0.1806 3.9295 -2.7282 -0.144 0.051 0.121
H 1.1112 3.9672 0.2423 -0.131 0.184 0.031
H 0.6839 5.3829 -0.7660 0.100 0.129 -0.117
H 1.0301 2.5211 -1.5953 -0.351 -0.100 -0.042
N -1.0701 -4.7495 0.1603 -0.169 0.318 -0.062
C -2.2931 -4.1516 0.3615 0.218 -0.073 -0.080
C -2.2758 -3.5611 1.5949 0.294 0.056 -0.030
C -0.9810 -3.7877 2.1506 -0.374 -0.108 0.057
C -0.2623 -4.5230 1.2429 -0.071 0.183 0.137
H -0.7856 -5.1532 -0.7130 0.060 -0.147 0.074
H -3.0507 -4.1898 -0.4021 -0.059 -0.033 0.037
H -3.0673 -2.9886 2.0472 -0.076 -0.072 -0.009
H -0.6817 -3.4824 3.1396 0.206 -0.008 -0.061
H 0.7480 -4.8900 1.2940 -0.015 -0.088 -0.069
```
Forces are in eV/Å.

## Properties
Kohn-Sham gap = 0.3416 Eh
calculated total energy = -1093.6076 Eh
HOMO level = -9.0 eV
lowest unoccupied orbital energy = 0.3 eV
charge = 0